1.
DFT (ωB97M-V with the def2-TZVPD basis set) results for a structure of composition C5H7NO2.

Computed properties:
HOMO level = -0.356 Ha
Molar mass = 113.1 g mol⁻¹
Net charge = 0
Orbital gap = 0.3753 Eh

XYZ file:
```
15
Properties=species:S:1:pos:R:3:mulliken_charge:R:1
C 0.417 0.693 0.181 0.62
C -0.164 -0.091 1.330 -0.58
C -1.249 -0.410 0.361 -0.17
C -0.926 0.957 -0.341 -0.75
C 1.021 -0.372 -0.745 -0.42
H 2.141 1.852 -0.444 0.36
H -0.257 0.387 2.397 0.32
H 0.374 -1.114 1.461 0.29
H -2.242 -0.565 0.774 0.52
H -1.598 1.686 0.031 0.38
H -0.956 1.086 -1.418 0.25
H 1.997 -0.419 -0.919 0.53
N 0.411 -1.451 -0.816 -0.46
O 1.325 1.795 0.344 -0.65
O -0.941 -1.472 -0.455 -0.22
```

2.
DFT (ωB97M-V with the def2-TZVPD basis set) results for the molecule C5H7NO2.

Computed properties:
HOMO level = -0.363 Ha
Molar mass = 113.1 g mol⁻¹
Net charge = 0
Orbital gap = 0.3909 Eh

XYZ file:
```
15
Properties=species:S:1:pos:R:3:mulliken_charge:R:1
C -1.253 -0.640 -0.905 -0.95
C -0.105 0.375 -0.501 0.85
C -0.701 1.355 0.565 -0.64
C 0.645 0.035 0.784 0.05
C 1.470 -1.074 0.381 -0.32
H -0.693 -1.638 -0.769 0.25
H -1.374 -0.334 -1.980 0.30
H -2.267 -0.589 -0.310 0.30
H 0.148 2.046 0.809 0.32
H -1.574 1.893 0.182 0.40
H 1.344 0.901 1.083 0.30
H 1.964 -1.807 1.166 0.30
N 1.847 -1.036 -0.813 -0.30
O -0.520 0.333 1.607 -0.47
O 1.069 0.180 -1.300 -0.39
```

3.
DFT (ωB97M-V with the def2-TZVPD basis set) results for the molecule C5H7NO2.

Computed properties:
HOMO level = -0.318 Ha
Molar mass = 113.1 g mol⁻¹
Net charge = 0
SMILES = CC(=O)[C@@]1(C)NC1=O
Orbital gap = 0.3361 Eh

XYZ file:
```
15
Properties=species:S:1:pos:R:3:mulliken_charge:R:1
C 0.777 1.693 -1.165 0.52
C -0.744 -0.347 -0.597 0.48
C 0.453 0.183 -0.149 0.52
C -1.730 -1.024 0.479 -1.11
C 1.017 0.043 1.215 -1.09
N 1.437 0.599 -1.313 -0.38
O 0.396 2.808 -1.248 -0.42
O -1.089 -0.189 -1.768 -0.70
H -2.193 -0.222 0.903 0.37
H -1.011 -1.556 1.165 0.33
H -2.369 -1.714 -0.180 0.29
H 0.290 -0.445 1.859 0.33
H 1.434 0.924 1.739 0.31
H 1.914 -0.671 1.099 0.23
H 1.417 -0.080 -2.039 0.33
```

4.
DFT (ωB97M-V with the def2-TZVPD basis set) results for a structure of composition C5H7NO2.

Computed properties:
HOMO level = -0.342 Ha
Molar mass = 113.1 g mol⁻¹
Net charge = 0
Orbital gap = 0.3671 Eh

XYZ file:
```
15
Properties=species:S:1:pos:R:3:mulliken_charge:R:1
C -0.179 1.802 0.013 -0.31
C -0.784 -1.248 0.529 -0.39
C 0.568 -1.314 -0.360 0.15
C 0.597 -0.616 -1.777 -0.40
C 0.400 0.668 -0.737 -0.39
H 0.447 2.682 0.459 0.25
H -0.921 2.255 -0.534 0.25
H -1.154 -2.190 0.821 0.40
H 1.176 -2.248 -0.319 0.43
H -0.358 -0.655 -2.379 0.28
H 1.620 -0.846 -2.235 0.27
H -0.611 0.218 -0.829 0.35
N -1.163 -0.245 1.220 -0.25
O -0.751 1.074 1.185 -0.23
O 1.293 -0.231 0.124 -0.41
```

5.
DFT (ωB97M-V with the def2-TZVPD basis set) results for the molecule C5H7NO2.

Computed properties:
HOMO level = -0.311 Ha
Molar mass = 113.1 g mol⁻¹
Net charge = 0
SMILES = NCc1cc(O)co1
Orbital gap = 0.3354 Eh

XYZ file:
```
15
Properties=species:S:1:pos:R:3:mulliken_charge:R:1
C -1.725 -0.377 -0.538 -0.52
C -0.294 -0.020 -0.305 0.50
C 0.729 -0.949 -0.170 -0.69
C 1.883 -0.115 -0.058 0.76
C 1.450 1.145 -0.026 -0.55
H -2.281 -0.392 1.373 0.26
H -2.638 1.022 0.739 0.26
H -2.015 0.059 -1.516 0.30
H -1.877 -1.511 -0.531 0.26
H 0.616 -2.056 -0.014 0.31
H 3.540 0.319 0.644 0.35
H 2.040 2.141 -0.046 0.30
N -2.659 0.008 0.555 -0.65
O 3.153 -0.525 0.161 -0.55
O 0.078 1.251 -0.268 -0.35
```

6.
DFT (ωB97M-V with the def2-TZVPD basis set) results for the molecule C5H7NO2S.

Computed properties:
HOMO level (spin up / spin down) = -0.290 / -0.315 Ha
Molar mass = 145.2 g mol⁻¹
Net charge = 0
Orbital gap (spin up / spin down) = 0.2771 / 0.2732 Eh

XYZ file:
```
16
Properties=species:S:1:pos:R:3:mulliken_charge:R:1
C -2.222 -0.730 -0.239 -0.34
C -1.394 -1.524 0.418 -0.54
C -2.054 0.696 -0.261 0.02
C 0.028 0.924 0.731 -0.15
C 2.482 0.485 -0.239 -1.16
N -1.105 1.329 0.301 -0.45
O 0.237 -0.522 -1.375 -0.58
O 1.126 -1.625 0.727 -0.67
S 0.863 -0.408 -0.090 1.06
H -3.128 -0.958 -0.678 0.43
H -0.882 -2.493 0.588 0.40
H -2.712 1.414 -0.670 0.47
H 0.598 1.422 1.622 0.37
H 2.592 0.785 -1.204 0.43
H 2.326 1.430 0.138 0.42
H 3.246 -0.224 0.231 0.29
```

Energy above the lowest of the compared OMol25 structures with the same formula, charge and spin (computed, eV): 4.9816; 7.0258; 2.9910; 8.4433; 1.8811; 6.8225